118
Properties=species:S:1:pos:R:3 method="wB97M-V/def2-TZVPD" spin_multiplicity=1 homo_energy_ev=-2.311 e_lumo_ev=3.35 charge=-2 max_force_ev_per_a=3.324 molar_mass_da=1266.1
Tl -2.04 0.07 -0.42
O 0.59 1.90 6.55
C -0.30 2.65 6.13
O -0.61 3.85 6.22
C -1.25 1.86 5.08
C -1.21 0.48 4.96
C -1.97 -0.18 4.06
N -2.84 0.51 3.29
C -2.94 1.83 3.40
C -2.10 2.57 4.26
C -3.74 2.56 2.36
C -3.24 3.73 1.79
C -3.96 4.30 0.77
C -5.13 3.69 0.29
C -5.62 2.68 1.08
N -4.96 2.11 2.07
C -1.73 -1.66 3.85
C -0.49 -2.09 3.34
C -0.26 -3.43 3.15
C -1.26 -4.30 3.50
C -2.49 -3.79 3.97
N -2.71 -2.51 4.11
H -0.54 -0.01 5.67
H -2.23 3.61 4.28
H -2.34 4.22 2.17
H -3.63 5.30 0.44
H -5.62 4.00 -0.61
H -6.59 2.20 0.81
H 0.12 -1.35 2.83
H 0.69 -3.75 2.81
H -1.15 -5.39 3.40
H -3.33 -4.51 4.06
Br 0.85 6.85 0.45
C 0.04 5.54 -0.47
C -0.56 5.61 -1.75
C -1.19 4.53 -2.38
C -1.26 3.22 -1.63
C -0.78 3.33 -0.30
C -0.11 4.37 0.27
N -1.69 2.07 -2.14
C -2.51 2.27 -3.30
C -3.59 1.17 -3.37
C -4.06 0.57 -4.52
C -5.20 -0.30 -4.43
C -5.80 -0.45 -3.20
C -5.19 0.15 -2.05
N -4.17 0.98 -2.17
H -0.58 6.56 -2.34
H -1.40 4.73 -3.47
H -0.92 2.42 0.28
H 0.24 4.33 1.32
H -3.10 3.17 -3.24
H -3.50 0.62 -5.47
H -5.59 -0.87 -5.30
H -6.70 -1.06 -3.03
H -5.59 0.06 -1.02
C 5.96 -1.77 1.04
C 4.93 -2.85 0.54
C 5.15 -4.17 1.29
O 3.59 -2.46 0.88
P 2.34 -2.37 -0.04
O 1.14 -2.80 0.66
C 2.16 -0.77 -0.76
P 1.98 0.66 0.25
O 0.70 0.67 0.96
O 2.18 1.86 -0.77
C 2.87 2.21 -1.96
C 3.16 3.77 -1.94
C 2.07 1.78 -3.19
O 3.35 0.59 0.99
C 3.67 1.36 2.17
C 2.79 1.07 3.40
C 3.55 2.89 1.83
O 2.75 -3.25 -1.28
C 1.74 -4.09 -1.98
C 2.34 -4.29 -3.39
C 1.54 -5.41 -1.19
H 6.91 -2.00 0.50
H 6.09 -2.01 2.07
H 5.73 -0.74 0.81
H 5.00 -2.89 -0.53
H 4.97 -3.99 2.39
H 6.14 -4.44 1.17
H 4.42 -4.87 0.86
H 1.27 -0.89 -1.40
H 2.98 -0.58 -1.41
H 3.79 1.62 -1.86
H 2.30 4.28 -1.65
H 3.56 4.10 -2.86
H 3.92 3.92 -1.22
H 1.05 2.21 -3.18
H 1.89 0.71 -3.20
H 2.57 2.11 -4.12
H 4.71 1.21 2.35
H 1.76 0.79 3.10
H 2.88 1.98 3.97
H 3.13 0.26 3.98
H 2.49 3.18 1.91
H 4.04 3.26 0.84
H 4.01 3.45 2.69
H 0.82 -3.53 -1.93
H 3.32 -4.65 -3.29
H 2.35 -3.38 -4.05
H 1.81 -5.05 -3.93
H 2.42 -5.91 -0.69
H 1.12 -6.21 -1.81
H 0.88 -5.36 -0.36
N -1.13 2.55 -5.55
C -1.70 2.43 -4.57
Cl -1.34 -7.91 -3.32
C -2.59 -7.31 -2.10
Cl -3.94 -8.32 -2.20
H -3.00 -6.35 -2.37
H -2.15 -7.27 -1.13
F -1.33 -3.03 -2.18
C -1.25 -1.72 -2.66
F -0.25 -1.72 -3.63
F -2.39 -1.58 -3.39